Here is a single C2H3NOS3 molecule in a non-equilibrium geometry from the Open Molecules 2025 dataset. Energies are from ωB97M-V with the def2-TZVPD basis set.

Properties
**SMILES**: O=C(S)C(=S)NS
**HOMO**: -0.33099 Ha
**Energy above the lowest of the compared OMol25 structures with the same formula, charge and spin**: 52.83 kcal/mol
**Electronic energy**: -1402.4686 a.u.
**Orbital gap**: 8.3 eV

CARTESIAN COORDINATES (ANGSTROEM)
C (-0.324, 0.738, 0.117)
C (-0.527, -0.755, 0.390)
H (2.015, -0.302, 1.320)
H (0.982, 1.837, -0.731)
H (-1.957, -0.939, -1.796)
N (0.976, 0.955, -0.381)
O (0.080, -1.318, 1.355)
S (2.203, -0.284, -0.187)
S (-1.654, 1.671, 0.278)
S (-1.795, -1.602, -0.365)